(1)
The following is a DFT calculation (ωB97M-V/def2-TZVPD) of a molecular structure, C50H42AsInN7O4S at a distorted geometry.

Element x y z (Å)
In: 0.322 -1.552 0.725
C: -6.959 9.701 -0.885
O: -5.564 9.885 -0.718
C: -4.794 8.797 -0.520
C: -3.442 9.044 -0.266
C: -2.580 8.001 -0.020
C: -3.038 6.679 -0.043
C: -4.393 6.439 -0.292
C: -5.264 7.483 -0.533
N: -2.092 5.687 0.201
N: -2.464 4.513 0.034
C: -1.540 3.523 0.325
C: -0.292 3.739 0.893
C: 0.552 2.691 1.230
C: 0.195 1.358 1.022
O: 0.980 0.381 1.384
C: -1.078 1.113 0.396
N: -1.415 -0.175 0.135
C: -2.543 -0.446 -0.482
C: -3.461 0.550 -0.838
C: -3.163 1.859 -0.565
C: -1.937 2.185 0.051
H: -7.387 10.697 -0.944
H: -7.394 9.168 -0.036
H: -7.179 9.159 -1.808
H: -3.104 10.072 -0.263
H: -1.535 8.182 0.195
H: -4.753 5.420 -0.279
H: -6.305 7.271 -0.735
H: 0.011 4.761 1.079
H: 1.518 2.886 1.678
H: -2.745 -1.482 -0.721
H: -4.384 0.269 -1.324
H: -3.842 2.657 -0.827
S: -5.449 -3.945 5.296
N: -4.226 -2.941 5.599
C: -3.473 -2.903 4.518
C: -2.255 -2.148 4.359
C: -1.705 -1.349 5.364
C: -0.515 -0.698 5.128
C: 0.099 -0.856 3.890
N: -0.426 -1.594 2.924
C: -1.587 -2.237 3.128
C: -2.117 -3.049 2.038
N: -1.435 -3.074 0.883
C: -1.835 -3.854 -0.107
C: -2.969 -4.655 -0.019
C: -3.708 -4.624 1.143
C: -3.281 -3.818 2.201
C: -3.968 -3.731 3.465
N: -5.077 -4.368 3.788
H: -2.236 -1.253 6.302
H: -0.062 -0.066 5.878
H: 1.033 -0.363 3.655
H: -1.217 -3.842 -0.997
H: -3.253 -5.283 -0.851
H: -4.608 -5.212 1.263
O: 0.936 -0.887 -1.248
As: 2.455 -0.999 -1.916
C: 2.502 0.412 -3.237
C: 1.923 1.616 -2.851
C: 2.006 2.721 -3.683
C: 2.681 2.625 -4.893
C: 3.254 1.422 -5.280
C: 3.164 0.311 -4.455
C: 4.035 -0.605 -0.869
C: 4.054 -0.445 0.508
C: 5.268 -0.288 1.161
C: 6.455 -0.288 0.445
C: 6.431 -0.383 -0.939
C: 5.222 -0.531 -1.596
C: 2.673 -2.732 -2.735
C: 3.810 -3.110 -3.442
C: 3.905 -4.397 -3.951
C: 2.879 -5.308 -3.745
C: 1.744 -4.930 -3.042
C: 1.641 -3.641 -2.544
H: 1.404 1.679 -1.901
H: 1.549 3.656 -3.388
H: 2.763 3.491 -5.537
H: 3.772 1.348 -6.227
H: 3.595 -0.634 -4.767
H: 3.129 -0.435 1.061
H: 5.291 -0.176 2.237
H: 7.400 -0.199 0.964
H: 7.353 -0.344 -1.504
H: 5.196 -0.564 -2.679
H: 4.626 -2.419 -3.600
H: 4.787 -4.690 -4.505
H: 2.967 -6.313 -4.135
H: 0.944 -5.641 -2.880
H: 0.768 -3.319 -1.993
C: 1.056 -4.978 1.633
C: 2.185 -4.007 1.272
C: 2.799 -3.469 2.573
C: 3.257 -4.761 0.478
O: 1.737 -2.962 0.427
H: 1.467 -5.860 2.127
H: 0.528 -5.295 0.732
H: 0.345 -4.501 2.313
H: 2.934 -4.275 3.295
H: 2.132 -2.719 3.006
H: 3.767 -3.014 2.375
H: 3.677 -5.569 1.078
H: 4.053 -4.070 0.193
H: 2.820 -5.175 -0.433

Computed properties:
multiplicity: 1
frontier orbital gap: 5.689 eV
total charge: +1

Atomic partial charges in e from the Mulliken method, atoms 1 to 99:
1 In 2.954
2 C -0.834
3 O -0.436
4 C 0.837
5 C -0.666
6 C -0.207
7 C -0.052
8 C -0.349
9 C -0.604
10 N -0.472
11 N 0.193
12 C -0.066
13 C -0.686
14 C -1.112
15 C -0.052
16 O -0.591
17 C 0.144
18 N -0.013
19 C -0.197
20 C -1.517
21 C -0.314
22 C 1.121
23 H 0.236
24 H 0.344
25 H 0.337
26 H 0.405
27 H 0.431
28 H 0.351
29 H 0.375
30 H 0.513
31 H 0.507
32 H 0.513
33 H 0.469
34 H 0.509
35 S 0.168
36 N -0.691
37 C 0.532
38 C 0.355
39 C -0.584
40 C -1.239
41 C -0.337
42 N 0.013
43 C -0.033
44 C -0.297
45 N 0.422
46 C -0.336
47 C -1.093
48 C -0.819
49 C 0.595
50 C 0.628
51 N -0.678
52 H 0.564
53 H 0.486
54 H 0.672
55 H 0.275
56 H 0.537
57 H 0.542
58 O -0.799
59 As 1.065
60 C 0.562
61 C -0.556
62 C -0.701
63 C -0.492
64 C -0.748
65 C -0.083
66 C 0.689
67 C 0.339
68 C -0.956
69 C -0.610
70 C -0.824
71 C -0.659
72 C 0.691
73 C -0.315
74 C -0.905
75 C -0.611
76 C -0.477
77 C -0.381
78 H 0.254
79 H 0.460
80 H 0.389
81 H 0.408
82 H 0.342
83 H 0.471
84 H 0.491
85 H 0.395
86 H 0.431
87 H 0.319
88 H 0.190
89 H 0.432
90 H 0.406
91 H 0.418
92 H 0.117
93 C -1.495
94 C 1.410
95 C -1.478
96 C -1.616
97 O -0.254
98 H 0.603
99 H 0.196

---

(2)
The following is a DFT calculation (ωB97M-V/def2-TZVPD) of a molecular structure, C50H42F11IMgN6O3S3SbTe at a distorted geometry.

Element x y z (Å)
Mg: 0.943 -0.968 -0.783
C: 1.934 1.617 -3.400
C: 2.405 0.442 -4.184
N: 3.111 0.637 -5.261
C: 3.630 -0.431 -5.924
C: 3.443 -1.763 -5.584
C: 4.098 -2.835 -6.421
O: 3.178 -3.734 -7.043
C: 2.624 -2.052 -4.495
C: 2.211 -3.430 -4.205
N: 1.339 -3.655 -3.312
C: 0.864 -4.864 -2.859
C: 1.592 -6.058 -2.852
C: 1.032 -7.209 -2.329
C: -0.257 -7.186 -1.811
C: -0.986 -6.002 -1.787
C: -0.414 -4.852 -2.291
I: -1.430 -3.020 -2.209
C: 2.129 -0.928 -3.689
O: 1.512 -1.114 -2.636
H: 2.019 2.514 -4.011
H: 2.562 1.734 -2.512
H: 0.910 1.464 -3.053
H: 4.215 -0.180 -6.806
H: 4.741 -3.450 -5.796
H: 4.728 -2.355 -7.172
H: 2.623 -3.234 -7.650
H: 2.595 -4.220 -4.857
H: 2.606 -6.052 -3.229
H: 1.607 -8.127 -2.313
H: -0.690 -8.087 -1.394
H: -1.978 -5.973 -1.352
N: -0.555 0.389 -1.257
S: -1.687 1.155 -0.780
N: -1.645 2.168 0.556
S: -1.770 1.853 2.064
N: -1.093 0.688 2.782
S: 0.370 0.053 2.178
N: 0.095 -0.844 1.069
C: 0.925 -0.764 3.659
C: 2.278 -0.830 3.958
C: 2.687 -1.637 5.009
C: 1.755 -2.357 5.742
C: 0.405 -2.294 5.415
C: -0.016 -1.503 4.362
C: 1.298 1.623 2.145
C: 1.851 2.096 3.335
C: 2.567 3.284 3.333
C: 2.711 4.007 2.159
C: 2.096 3.567 0.995
C: 1.380 2.383 0.983
C: -3.470 1.723 2.562
C: -3.874 0.714 3.425
C: -5.210 0.658 3.800
C: -6.108 1.599 3.315
C: -5.682 2.606 2.453
C: -4.354 2.672 2.070
C: -1.320 3.393 2.838
C: -1.008 4.523 2.102
C: -0.567 5.656 2.775
C: -0.451 5.642 4.158
C: -0.783 4.501 4.883
C: -1.214 3.364 4.224
C: -3.178 0.237 -0.435
C: -4.447 0.770 -0.649
C: -5.554 0.022 -0.277
C: -5.384 -1.229 0.311
C: -4.110 -1.732 0.539
C: -2.993 -0.998 0.171
C: -2.171 2.385 -1.979
C: -1.776 3.706 -1.851
C: -1.990 4.581 -2.909
C: -2.588 4.129 -4.077
C: -2.961 2.795 -4.202
C: -2.740 1.912 -3.157
H: 3.012 -0.286 3.372
H: 3.743 -1.716 5.237
H: 2.082 -2.984 6.562
H: -0.317 -2.884 5.964
H: -1.058 -1.470 4.063
H: 1.733 1.549 4.258
H: 3.034 3.627 4.249
H: 3.302 4.915 2.149
H: 2.195 4.133 0.076
H: 0.911 2.047 0.074
H: -3.145 -0.002 3.783
H: -5.547 -0.120 4.474
H: -7.151 1.551 3.609
H: -6.388 3.337 2.078
H: -4.001 3.448 1.397
H: -1.099 4.500 1.026
H: -0.303 6.544 2.214
H: -0.090 6.523 4.676
H: -0.692 4.496 5.962
H: -1.453 2.456 4.767
H: -4.569 1.748 -1.099
H: -6.550 0.415 -0.444
H: -6.252 -1.817 0.588
H: -3.984 -2.705 1.000
H: -1.984 -1.359 0.354
H: -1.296 4.038 -0.940
H: -1.680 5.616 -2.821
H: -2.752 4.815 -4.900
H: -3.412 2.439 -5.121
H: -2.995 0.862 -3.250
F: 1.363 -2.802 -0.397
Sb: 2.756 -3.589 0.723
F: 4.034 -4.094 1.995
F: 3.814 -4.523 -0.506
F: 1.708 -5.158 0.575
F: 3.473 -1.769 1.212
F: 1.610 -3.265 2.181
F: 3.701 -2.164 -1.078
Te: 4.027 -0.318 -0.419
F: 4.658 1.427 -0.773
F: 4.549 -0.327 -2.242
F: 5.691 -1.059 -0.121
F: 4.381 0.422 1.293
O: 2.324 0.206 -0.375

Computed properties:
multiplicity: 2
frontier orbital gap (spin up / spin down): 7.600 / 5.767 eV
energy relative to the best compared isomer or geometry (same formula, charge and spin): 0.000 eV
total charge: 0

Atomic partial charges in e from the Mulliken method, atoms 1 to 99:
1 Mg 2.087
2 C -0.807
3 C 0.694
4 N -0.726
5 C -0.857
6 C 1.073
7 C -1.056
8 O -0.519
9 C 0.354
10 C -0.789
11 N 0.201
12 C 0.097
13 C -0.287
14 C -0.779
15 C -0.466
16 C -0.719
17 C 0.328
18 I 0.218
19 C 0.117
20 O 0.230
21 H 0.463
22 H 0.137
23 H -0.002
24 H 0.357
25 H 0.371
26 H 0.395
27 H 0.328
28 H 0.579
29 H 0.408
30 H 0.362
31 H 0.380
32 H 0.404
33 N 0.572
34 S 0.786
35 N 0.174
36 S 0.927
37 N -0.158
38 S 1.353
39 N -0.655
40 C 0.134
41 C 0.040
42 C -1.029
43 C -0.709
44 C -0.784
45 C -0.721
46 C 1.598
47 C -0.706
48 C -1.287
49 C -1.182
50 C -0.445
51 C 0.788
52 C 0.334
53 C -0.018
54 C -0.859
55 C -0.527
56 C -0.896
57 C -0.638
58 C 0.402
59 C 0.156
60 C -0.714
61 C -0.544
62 C -0.830
63 C -1.116
64 C 0.465
65 C -0.589
66 C -0.977
67 C -0.750
68 C -1.378
69 C 0.227
70 C 0.003
71 C -0.454
72 C -0.866
73 C -0.570
74 C -0.871
75 C -0.374
76 H 0.573
77 H 0.425
78 H 0.408
79 H 0.424
80 H 0.329
81 H 0.637
82 H 0.488
83 H 0.425
84 H 0.498
85 H -0.717
86 H 0.444
87 H 0.465
88 H 0.411
89 H 0.441
90 H 0.450
91 H 0.443
92 H 0.448
93 H 0.401
94 H 0.446
95 H 0.407
96 H 0.536
97 H 0.480
98 H 0.434
99 H 0.572

---

(3)
The following is a DFT calculation (ωB97M-V/def2-TZVPD) of a molecular structure, C50H44Cl4F2LaN3O5SSb2 at a distorted geometry.

Element x y z (Å)
La: -1.445 -0.139 0.049
N: -0.900 -4.550 -0.550
C: -2.164 -3.915 -0.867
C: -1.860 -3.002 -2.077
O: -1.801 -3.535 -3.201
N: -1.596 -1.702 -1.899
C: -1.089 -1.004 -3.094
C: -0.349 0.355 -2.746
O: -0.367 1.253 -3.593
O: 0.230 0.447 -1.591
H: -0.571 -5.070 -1.358
H: -0.939 -5.143 0.280
H: -2.529 -3.326 -0.013
H: -2.942 -4.648 -1.170
H: -1.862 -0.801 -3.847
H: -0.336 -1.639 -3.597
C: 2.688 -0.678 -2.717
C: 2.707 -2.171 -2.380
C: 1.635 -2.707 -1.423
Sb: 1.621 -1.983 0.642
C: 1.274 -3.653 2.065
C: -0.042 -3.950 2.383
C: -0.352 -4.836 3.416
C: 0.679 -5.423 4.135
C: 1.987 -5.103 3.838
C: 2.291 -4.183 2.846
C: 3.722 -2.590 0.654
C: 3.994 -3.888 0.245
C: 5.309 -4.339 0.083
C: 6.351 -3.468 0.353
C: 6.093 -2.168 0.775
C: 4.781 -1.741 0.947
Sb: 2.981 0.664 -0.963
C: 4.509 1.735 -2.094
C: 5.702 2.122 -1.514
C: 6.552 3.015 -2.187
C: 6.235 3.440 -3.460
C: 5.036 3.068 -4.040
C: 4.168 2.235 -3.353
C: 1.984 2.611 -0.842
C: 1.289 3.210 -1.876
C: 0.729 4.477 -1.698
C: 0.899 5.152 -0.509
C: 1.655 4.573 0.515
C: 2.222 3.325 0.323
H: 1.782 -0.381 -3.269
H: 3.551 -0.466 -3.381
H: 3.697 -2.390 -1.941
H: 2.649 -2.761 -3.313
H: 1.660 -3.802 -1.398
H: 0.643 -2.405 -1.784
H: -0.835 -3.426 1.863
H: -1.398 -5.048 3.625
H: 0.488 -6.132 4.939
H: 2.800 -5.588 4.400
H: 3.316 -3.855 2.692
H: 3.166 -4.585 0.042
H: 5.477 -5.353 -0.262
H: 7.385 -3.794 0.229
H: 6.919 -1.474 0.943
H: 4.566 -0.748 1.344
H: 5.966 1.736 -0.519
H: 7.468 3.339 -1.692
H: 6.935 4.064 -4.010
H: 4.720 3.455 -5.013
H: 3.192 1.977 -3.791
H: 1.078 2.656 -2.783
H: 0.124 4.911 -2.500
H: 0.438 6.123 -0.350
H: 1.797 5.091 1.459
H: 2.840 2.915 1.142
Cl: -3.428 0.499 -2.148
C: -4.869 1.394 -1.778
C: -5.567 1.930 -2.857
C: -6.780 2.558 -2.633
C: -7.248 2.711 -1.345
C: -6.526 2.215 -0.271
Cl: -7.174 2.409 1.321
C: -5.299 1.519 -0.445
S: -4.462 0.854 0.908
H: -5.140 1.836 -3.854
H: -7.354 2.946 -3.475
H: -8.173 3.260 -1.118
Cl: -2.791 4.882 -3.358
C: -2.804 4.307 -1.717
C: -3.563 4.916 -0.712
C: -3.484 4.416 0.582
C: -2.691 3.301 0.806
N: -1.956 2.717 -0.145
C: -2.030 3.193 -1.385
H: -4.196 5.768 -0.948
H: -4.043 4.874 1.388
H: -2.637 2.846 1.788
H: -1.466 2.706 -2.168
F: 0.210 0.000 2.839
C: 0.225 1.055 1.856
F: -0.498 2.100 2.476
H: 1.267 1.397 1.863
Cl: -4.301 1.728 7.100
C: -3.761 0.651 5.870
C: -3.275 1.186 4.671
C: -2.904 0.330 3.677
C: -3.035 -1.049 3.828
C: -3.505 -1.568 5.038
C: -3.845 -0.716 6.068
C: -2.754 -2.055 2.693
O: -3.135 -3.210 2.818
O: -2.108 -1.570 1.676
H: -3.209 2.265 4.591
H: -2.484 0.730 2.768
H: -3.591 -2.647 5.150
H: -4.215 -1.075 7.020

Computed properties:
multiplicity: 1
frontier orbital gap: 6.716 eV
total charge: -2

Atomic partial charges in e from the Mulliken method, atoms 1 to 99:
1 La 1.826
2 N -0.338
3 C -0.078
4 C -0.190
5 O -0.817
6 N 0.728
7 C -1.699
8 C 0.500
9 O -0.815
10 O 0.458
11 H 0.285
12 H 0.154
13 H -0.389
14 H 0.341
15 H 0.504
16 H 0.492
17 C -0.774
18 C -0.783
19 C 0.895
20 Sb -0.086
21 C 0.912
22 C -0.674
23 C -0.810
24 C -0.516
25 C -0.671
26 C -0.427
27 C -0.062
28 C 0.263
29 C -0.758
30 C -0.496
31 C -0.693
32 C -0.803
33 Sb 0.833
34 C 0.162
35 C -0.605
36 C -0.490
37 C -0.432
38 C -0.823
39 C 0.226
40 C 0.830
41 C 0.321
42 C -0.514
43 C -0.672
44 C -0.691
45 C -0.761
46 H 0.155
47 H 0.741
48 H 0.245
49 H 0.410
50 H 0.746
51 H -1.463
52 H 0.073
53 H 0.483
54 H 0.352
55 H 0.344
56 H 0.375
57 H 0.253
58 H 0.409
59 H 0.320
60 H 0.355
61 H 0.567
62 H 0.263
63 H 0.352
64 H 0.344
65 H 0.360
66 H 0.184
67 H -0.064
68 H 0.488
69 H 0.376
70 H 0.375
71 H 0.194
72 Cl -0.102
73 C 0.113
74 C -0.621
75 C -0.592
76 C -0.597
77 C 0.139
78 Cl -0.246
79 C 0.113
80 S -0.222
81 H 0.448
82 H 0.318
83 H 0.357
84 Cl -0.263
85 C -0.516
86 C -0.293
87 C -0.838
88 C -0.124
89 N 0.977
90 C -0.550
91 H 0.445
92 H 0.470
93 H -0.021
94 H 0.386
95 F -0.280
96 C -0.246
97 F -0.270
98 H -0.105
99 Cl -0.277

---

Among the records above, which one has the lowest total charge?
C50H44Cl4F2LaN3O5SSb2

---

The highest multiplicity belongs to which entry?
C50H42F11IMgN6O3S3SbTe